Formula: C3H2NO3
Source: the Open Molecules 2025 dataset
Level of theory: the ωB97M-V functional and the def2-TZVPD basis

HOMO level = -0.6150 hartree
Maximum force = 2.82 eV/A
Net charge = +1

Last column: Mulliken charge in e.
Element x y z (Å)
1 C 1.61 -1.95 0.11  0.7903
2 C 2.18 1.36 -0.17  0.5082
3 C 0.09 0.04 0.06  0.0192
4 N 1.36 0.48 -0.06  -0.2047
5 O 2.72 -2.08 0.18  -0.1556
6 O 3.09 2.03 -0.02  -0.2130
7 O 0.45 -1.74 -0.01  -0.3244
8 H -0.41 -0.08 0.99  0.2907
9 H -0.71 0.12 -0.73  0.2892

---

Formula: C23H49N2OP3SeY
Source: the Open Molecules 2025 dataset
Level of theory: the ωB97M-V functional and the def2-TZVPD basis

HOMO level = -0.5933 hartree
Maximum force = 2.62 eV/A
Net charge = +3

Last column: Mulliken charge in e.
Element x y z (Å)
1 Y -0.20 -1.02 0.12  1.0615
2 P 0.23 1.97 1.30  1.3423
3 P -2.66 0.46 -0.36  0.8827
4 P 2.49 -0.28 -0.54  0.9699
5 H -1.56 -3.56 -5.66  0.4034
6 C -0.77 -4.13 -5.14  -0.7022
7 C -0.61 -4.08 -3.80  -0.2824
8 H -1.21 -3.49 -3.11  0.1983
9 C 0.45 3.48 0.28  -1.5025
10 C -1.05 2.60 2.45  -1.2523
11 C 1.68 2.19 2.39  -1.1068
12 C -3.21 -0.39 -1.87  -1.0616
13 C -4.19 0.27 0.68  -1.5313
14 C -2.98 2.21 -0.85  -1.2280
15 C 2.75 -1.21 -2.11  -1.1563
16 C 3.99 -0.82 0.38  -1.4552
17 C 3.17 1.36 -1.08  -1.1502
18 H -0.12 -4.77 -5.74  0.2553
19 H 0.16 -4.71 -3.36  0.2200
20 H 0.56 4.36 0.91  0.5654
21 H -0.42 3.62 -0.36  0.3184
22 H 1.33 3.37 -0.35  0.3191
23 H -0.90 3.66 2.69  0.5327
24 H -1.03 2.03 3.38  0.2449
25 H -2.04 2.46 2.00  0.1945
26 H 1.80 3.23 2.72  0.5322
27 H 2.60 1.87 1.88  0.1910
28 H 1.56 1.56 3.28  0.1558
29 H -4.29 -0.25 -1.99  0.4688
30 H -3.01 -1.47 -1.83  0.4084
31 H -2.69 0.03 -2.75  0.3045
32 H -5.08 0.35 0.03  0.5503
33 H -4.24 1.06 1.44  0.3613
34 H -4.19 -0.70 1.17  0.3649
35 H -4.05 2.39 -1.05  0.5059
36 H -2.43 2.47 -1.77  0.2652
37 H -2.67 2.90 -0.06  0.2860
38 H 3.82 -1.21 -2.36  0.4521
39 H 2.18 -0.74 -2.93  0.3326
40 H 2.42 -2.25 -2.00  0.4420
41 H 4.83 -0.97 -0.31  0.4990
42 H 3.81 -1.77 0.91  0.3595
43 H 4.28 -0.06 1.13  0.3798
44 H 4.19 1.24 -1.50  0.5305
45 H 3.25 2.05 -0.22  0.3626
46 H 2.53 1.82 -1.84  0.1256
47 C -0.03 0.78 -4.37  0.5461
48 C -0.46 -0.49 -4.80  0.6140
49 C -0.18 -0.93 -6.09  -0.4929
50 C 0.53 -0.10 -6.98  -0.6769
51 C 0.97 1.16 -6.55  -0.6299
52 C 0.70 1.60 -5.25  -0.6068
53 Se -0.20 1.34 -2.45  0.0473
54 H -0.01 -0.21 -2.29  -0.2576
55 H -0.94 -1.16 -4.09  -0.0712
56 H -0.48 -1.95 -6.38  0.0633
57 H 0.74 -0.45 -7.98  0.4421
58 H 1.52 1.80 -7.25  0.3950
59 H 1.08 2.54 -4.87  0.4075
60 C -2.48 -0.60 3.51  -0.8033
61 N -1.25 -0.91 4.21  0.2306
62 C -1.24 -0.67 5.65  -0.5120
63 C -0.10 -1.44 6.27  -0.8211
64 C 1.18 -1.05 5.58  -0.4883
65 N 1.04 -1.27 4.15  0.2195
66 C 2.27 -1.33 3.38  -0.7708
67 C -0.14 -1.12 3.51  0.2529
68 O -0.17 -1.15 2.20  -0.5842
69 H -2.84 -1.46 2.94  0.3166
70 H -2.33 0.25 2.82  0.0107
71 H -3.24 -0.31 4.25  0.3912
72 H -1.13 0.42 5.85  0.2717
73 H -2.20 -0.99 6.08  0.4249
74 H -0.27 -2.50 6.10  0.3523
75 H -0.04 -1.25 7.36  0.3765
76 H 2.01 -1.67 5.95  0.4172
77 H 1.43 0.02 5.79  0.2635
78 H 2.36 -0.46 2.71  0.0396
79 H 3.11 -1.34 4.08  0.3823
80 H 2.30 -2.24 2.77  0.2930

---

Formula: C4H5NO
Source: the Open Molecules 2025 dataset
Level of theory: the ωB97M-V functional and the def2-TZVPD basis

SMILES string = O=C1CN2C[C@@H]12
HOMO level = -0.3587 hartree
Maximum force = 0.37 eV/A

Last column: Mulliken charge in e.
Element x y z (Å)
1 O -1.74 1.30 1.12  -0.5522
2 C -0.92 0.65 0.54  0.4947
3 C -1.01 -0.48 -0.50  -0.3856
4 N 0.30 -0.99 0.01  -0.4207
5 C 1.29 0.00 -0.40  -0.1762
6 C 0.50 0.29 0.83  -0.2391
7 H -1.83 -1.17 -0.32  0.2562
8 H -0.99 -0.18 -1.55  0.2365
9 H 1.14 0.57 -1.31  0.2121
10 H 2.31 -0.33 -0.21  0.2415
11 H 0.97 0.36 1.80  0.3328

---

Formula: C6H15NO
Source: the Open Molecules 2025 dataset
Level of theory: the ωB97M-V functional and the def2-TZVPD basis

SMILES string = C=CCCCCN.O
HOMO level = -0.3319 hartree
Maximum force = 5.45 eV/A

Last column: Mulliken charge in e.
Element x y z (Å)
1 C -1.95 3.16 0.12  -0.8820
2 C -1.09 2.54 -0.67  -0.1573
3 C -1.19 1.00 -0.94  -0.3359
4 C 0.27 0.48 -0.80  -0.6870
5 C 1.17 0.98 0.28  -0.5578
6 C 1.51 -0.12 1.39  -0.6194
7 N 0.29 -0.20 2.21  -0.5086
8 H -1.76 4.16 0.41  0.2663
9 H -2.85 2.84 0.56  0.2922
10 H -0.07 2.92 -0.93  0.4055
11 H -1.92 0.51 -0.20  0.2316
12 H -1.61 0.54 -1.96  0.2689
13 H 0.74 0.70 -1.83  0.3301
14 H 0.28 -0.69 -0.79  0.1902
15 H 2.18 1.26 -0.21  0.1955
16 H 0.82 1.89 0.55  0.5364
17 H 1.98 -1.03 1.05  0.3171
18 H 2.43 0.15 2.03  0.3318
19 H -0.18 -0.94 1.83  0.1926
20 H 0.28 -0.21 3.26  0.1904
21 O 0.63 -5.95 -1.47  -0.6427
22 H -0.06 -6.36 -2.07  0.3295
23 H 0.29 -5.02 -1.64  0.3127

---

Orbital gap
In order: 10.459 6.206 10.687 9.603
Unit: eV